58
Properties=species:S:1:pos:R:3:forces:R:3 method="wB97M-V/def2-TZVPD" charge=-1 gap_ev="3.1 / 6.6" multiplicity=5 e_homo_ev="-0.25 / -3.90" e_above_lowest_kcal_mol=79.5
C -0.65995 -1.76573 2.57740 0.5 0.4 0.2
C -1.81468 -0.83511 2.88383 -0.4 -1.4 0.4
H 3.22378 -3.87220 -1.19375 0.0 -0.1 -0.1
C 1.99006 0.71997 -1.80559 0.1 -0.6 -1.7
H -2.47125 2.18981 -3.48060 0.0 -0.1 -0.1
C 3.04567 -3.19747 -0.36096 0.0 0.0 0.1
H 3.55565 -1.63520 1.79093 0.0 -0.1 0.0
H 3.07659 0.03682 1.98690 0.0 0.2 0.1
C 1.66965 -0.22248 -4.12407 -0.1 0.1 -0.1
C -2.06586 2.81092 -2.68221 0.3 0.0 0.0
C 2.28166 0.51875 -0.45221 -0.7 0.9 0.9
C -3.15957 1.00967 -1.27719 -0.3 -0.2 0.1
H -2.63411 -1.39019 3.33982 0.0 -0.1 0.4
H -1.50757 -0.03178 3.54737 0.1 -0.2 0.1
Co -0.15768 0.22659 0.21342 1.1 1.1 0.8
C -2.13367 2.12193 -1.31163 0.4 0.0 0.1
H 0.59354 -0.06108 -4.19838 -0.2 0.0 -0.1
C 2.08182 -0.35026 -2.69183 -0.1 1.6 0.5
H 2.53879 -2.42166 -2.87339 0.1 -0.1 -0.1
O 1.57851 -2.00813 3.30595 -0.3 -0.1 0.2
H -4.14860 1.41359 -1.49379 -0.1 0.0 -0.1
H -1.95417 -2.83074 1.22557 -0.2 0.0 -0.1
C 0.21117 -2.05789 3.80672 0.4 -0.1 -0.2
H 0.04682 -3.04154 4.23473 0.0 -0.1 0.1
H 2.20545 -3.59699 0.20795 -0.1 -0.2 0.1
H 1.72194 2.30277 -3.25325 0.0 0.0 -0.1
C 2.65343 -0.73774 0.03709 0.6 -1.7 -0.4
C 1.46651 2.06158 -2.22495 -0.1 -0.1 -0.1
H 2.16105 0.60998 -4.62859 0.0 0.1 0.0
H -2.53440 3.78996 -2.70060 0.0 0.1 0.0
H -1.61613 3.91165 -0.20386 0.1 0.2 -0.2
H 0.11594 -1.29235 4.57642 0.0 0.1 0.0
C -0.01370 2.16364 -2.07934 -0.2 -0.1 0.3
C 2.48814 -1.58289 -2.19085 -0.3 -1.2 -1.0
H 3.92139 -3.23364 0.28783 0.1 0.0 0.1
C 2.75028 -1.81215 -0.84400 0.3 0.9 1.7
C 1.50853 -1.33045 2.14340 -0.4 0.2 -0.2
C -2.18089 1.61293 2.40288 -5.9 -0.6 -3.2
N -0.74296 1.59114 -1.19710 0.0 -0.1 -1.1
H 1.90067 2.84498 -1.59997 0.1 0.1 0.2
H -2.31511 2.64132 0.77630 -0.3 0.8 -1.1
H 2.31725 1.37110 0.21161 0.0 0.1 0.1
C 2.79254 -0.90842 1.52064 -0.1 -0.1 0.0
N 0.33449 -1.09810 1.69046 0.2 -0.7 0.1
H -0.33222 -3.49628 1.32160 0.1 -0.1 0.0
H -2.18690 -0.38942 1.96250 0.0 -0.8 0.4
Cl 0.28306 1.96034 1.78955 4.7 2.1 1.3
H -1.46252 -3.76180 2.65562 -0.2 0.0 0.0
H 1.90060 -1.12747 -4.67904 0.1 -0.1 0.0
O -1.63774 0.99943 1.07384 -5.9 0.7 4.7
C -2.36889 3.12626 -0.19303 -0.2 0.7 0.0
H -3.19043 0.55159 -0.29138 0.0 0.2 0.0
H -3.35272 3.58041 -0.30934 -0.2 0.1 -0.1
O -0.64587 2.98477 -2.94140 -0.3 0.1 0.0
C -1.13398 -3.04435 1.90372 0.1 -0.1 -0.1
H -2.92093 0.22706 -1.99036 0.0 -0.1 -0.4
O -3.47573 1.83398 2.52905 6.4 -1.3 -1.1
H -1.59677 1.92053 3.26959 0.6 -0.3 -0.7


58
Properties=species:S:1:pos:R:3:forces:R:3 method="wB97M-V/def2-TZVPD" charge=-1 gap_ev="3.0 / 3.9" e_homo_ev="-0.33 / -1.29" e_above_lowest_kcal_mol=17.8
H 1.87456 2.42345 -0.98190 0.0 0.0 0.2
H 1.90569 -1.44229 1.98452 0.0 -0.2 -0.1
H 0.30585 3.16587 -2.97264 -0.2 -0.1 -0.1
H -2.74964 -2.38288 -0.77693 0.2 0.1 -0.3
C -1.53089 -0.05926 -1.22835 -2.1 -0.3 1.1
C -0.21130 0.05249 -3.62560 0.2 0.3 -0.1
O -0.22893 -4.15984 -0.48712 0.5 -1.0 0.2
C 0.98401 3.02399 0.90814 -0.6 -0.4 0.0
C 1.32486 3.03109 2.38362 0.2 0.3 0.2
H -1.22957 3.15752 -3.85285 0.2 -0.1 0.0
H 0.58152 -2.23337 -4.57563 0.0 -0.1 0.0
H 0.25511 5.07801 1.17462 0.1 -0.2 -0.2
H 3.03180 3.00231 0.24701 0.0 -0.1 0.0
H 0.85198 -4.06550 3.36363 -0.1 0.1 0.0
C -0.32645 2.56744 -3.64513 0.2 0.3 -0.4
H 2.72092 -3.03189 1.86459 -0.1 0.1 -0.1
N -0.27802 2.27383 0.62609 -0.3 0.8 -1.0
C -1.40792 1.16499 -1.84893 0.7 0.3 -1.5
H 0.40836 0.09884 -4.52365 -0.1 0.0 0.1
C 0.68357 -4.37866 0.64139 -0.3 -0.4 -0.8
O -0.46343 4.17712 -0.56025 1.1 1.7 0.0
C -0.13341 0.42619 3.97386 0.9 0.4 3.7
La -1.47395 0.05883 1.22280 1.2 0.6 0.9
H 0.32748 -5.26390 1.18176 0.0 0.2 -0.1
H 0.47102 3.38903 2.97016 0.1 -0.2 -0.1
H -2.04799 0.28692 3.73540 0.8 1.2 0.8
C 0.64086 4.41453 0.38645 -0.7 0.3 -0.4
H 1.67308 -4.58312 0.21088 -0.2 0.1 0.2
C -1.98321 2.39396 -1.18543 1.2 0.7 0.4
C 0.61483 -3.09482 1.45905 -0.4 0.5 -0.1
H -2.33147 3.16111 -1.88775 0.1 -0.2 0.1
C 0.16065 -3.35875 2.88459 -0.1 -0.1 0.2
H -0.84746 -3.79116 2.87991 0.2 0.1 0.1
H -1.95138 -3.32178 -2.06763 0.1 0.1 0.1
C -0.55676 -1.19191 -3.10102 -0.7 -0.5 0.7
H 0.14471 -2.43021 3.46391 0.0 -0.1 -0.1
H 1.61455 2.03562 2.73501 -0.2 0.1 -0.1
O 0.37316 -0.08907 2.95563 1.2 -1.5 -3.4
H 0.22333 2.43324 -4.58341 -0.1 0.1 0.1
C -0.11644 -2.45797 -3.76483 0.2 -0.3 -0.3
C -0.90285 2.95666 -0.32440 0.2 -1.9 0.6
C 2.11644 2.41751 0.09121 0.2 -0.2 -0.2
C -0.80394 -2.98291 -0.31306 0.5 1.5 1.9
H 2.22932 -2.17258 0.38061 0.0 0.0 0.2
H 0.36223 0.50482 4.94831 0.0 0.0 -0.3
C -0.65945 1.23889 -3.04527 -0.6 0.1 0.5
C -1.80253 -2.53131 -1.32499 0.2 -0.4 0.5
H -0.96450 -3.00722 -4.19491 0.1 0.0 0.0
H 1.44195 4.91785 -0.16956 -0.2 -0.2 0.2
Cl -3.23115 -1.02866 2.86131 -1.3 -0.9 0.6
H 0.38643 -3.12983 -3.05707 -0.1 0.1 -0.2
H 2.17240 3.71498 2.54364 -0.1 -0.1 0.1
C 1.95369 -2.38133 1.42273 0.2 0.3 0.0
H 2.30027 1.38065 0.40159 -0.1 0.2 -0.1
N -0.42176 -2.28506 0.73533 -0.2 -1.4 -1.5
C -1.31192 -1.23627 -1.91254 1.2 0.4 -1.8
H -2.82797 2.13179 -0.51647 -0.4 -0.4 0.0
O -1.34031 1.01200 3.88957 -3.0 0.1 -0.6


60
Properties=species:S:1:pos:R:3:forces:R:3 method="wB97M-V/def2-TZVPD" charge=-1 gap_ev="5.0 / 7.1" multiplicity=6 e_homo_ev="-2.74 / -4.83" e_above_lowest_kcal_mol=0.0
H -0.96525 0.73677 -5.65795 0.0 0.0 0.0
C -1.92364 0.63758 -1.86725 0.1 -0.1 -0.1
H -0.20402 -3.32619 3.44425 0.0 0.0 0.0
H 2.90450 4.39241 0.25973 0.0 0.0 0.0
H 2.65956 6.86640 0.28992 0.0 0.0 0.0
H 1.13910 -1.81603 -2.46622 0.0 0.0 0.0
C 1.44924 -1.62547 -1.43686 0.0 0.1 0.0
H 1.58504 -4.62822 2.01170 0.0 0.0 0.0
C 1.29134 -3.99422 -0.93758 0.0 -0.1 0.0
H -1.59328 6.46048 0.21587 0.0 0.0 0.0
C 2.28382 -3.84837 2.30934 0.0 -0.1 0.0
C 1.79228 6.22000 0.25506 -0.1 0.0 0.0
H -1.51405 -4.43139 2.99201 0.0 0.0 0.0
S -1.32298 1.62015 2.84497 -0.1 0.1 0.0
F 0.40086 8.13568 0.25617 0.0 -0.1 0.0
C 0.78567 4.00124 0.19027 -0.1 -0.1 -0.1
H 2.38203 -4.11032 -0.91045 0.0 0.0 0.0
C -1.65369 1.85788 -3.95259 0.0 0.0 -0.1
C 0.52692 6.77395 0.23442 0.0 0.1 0.0
H -0.84630 -1.39323 -4.38805 0.0 0.0 0.0
N -0.62640 -3.43332 1.38928 0.1 0.1 0.0
S 2.18631 1.55959 0.26283 0.0 -0.1 -0.1
H 2.50424 -3.97686 3.37390 0.0 0.0 0.0
C 2.55114 -1.43735 2.52562 0.0 0.0 0.0
C -1.50394 -0.51430 -2.55274 -0.1 0.1 0.0
H 2.06457 -0.48717 2.32250 0.0 0.0 0.0
H -2.31030 2.73395 -2.11721 0.0 0.0 0.0
H 2.54489 -1.62422 -1.39189 0.0 0.0 0.0
H -1.37479 4.00325 0.17554 0.0 0.0 0.0
N -3.39388 3.42550 2.11807 -0.1 0.1 -0.1
C -2.20512 0.61173 -0.43036 -0.1 0.1 0.1
H 1.09427 -0.63962 -1.14675 0.0 -0.1 0.0
Co -0.53537 1.11673 0.65925 -0.1 -0.4 0.0
C -1.05642 -3.46237 2.78327 0.0 0.0 0.1
C -2.54521 2.69170 2.40428 0.1 -0.1 0.1
H 3.51794 -1.44949 2.01028 0.0 0.0 0.0
H 2.73290 -1.52421 3.60053 0.0 0.0 0.0
C 1.92050 4.84347 0.23710 0.1 0.0 0.0
H -1.45098 -3.46704 -0.54514 0.0 0.0 0.0
H -2.55775 -2.89480 0.70888 0.0 0.0 0.0
C -1.16579 -0.48168 -3.89418 0.0 0.0 -0.1
C -1.99242 1.82446 -2.61333 0.0 0.0 0.0
H -2.48133 -0.38850 -0.08608 0.0 0.0 0.0
H 0.95730 -4.20789 -1.95683 0.0 0.0 0.0
P 0.49364 -2.26896 0.99340 0.0 0.0 0.0
H -1.78576 -2.67289 2.98955 0.0 0.0 0.0
H -2.15445 -4.62350 0.60204 0.0 0.0 0.0
H -1.71170 2.79618 -4.49080 0.0 0.0 0.0
H 3.22153 -3.98340 1.75608 0.0 0.0 0.0
N 1.70854 -2.54020 2.08766 -0.1 0.0 -0.1
O 0.05585 -0.86200 1.09727 0.1 0.2 0.0
H 0.84366 -4.72873 -0.27162 0.0 0.0 0.0
C -0.61862 5.99298 0.20205 0.1 0.1 0.0
C -0.48635 4.62175 0.17520 0.0 0.0 0.0
N 0.88351 -2.65276 -0.57113 0.0 0.0 0.1
C -1.75958 -3.61096 0.48676 0.0 0.0 -0.1
H -2.97293 1.32920 -0.12980 0.0 0.0 -0.1
H -1.44043 -1.44948 -2.00558 0.0 0.0 0.0
C -1.23430 0.70650 -4.61017 0.0 0.0 0.0
C 0.90589 2.59563 0.16555 0.1 0.2 0.1


56
Properties=species:S:1:pos:R:3:forces:R:3 method="wB97M-V/def2-TZVPD" smiles="CC(C)COP(=O)(OCC(C)C)[C@@H](Nc1ccccc1)c1ccc(F)cc1" charge=0 gap_ev=8.8 e_homo_ev=-8.00
C 0.02913 0.72293 0.26243 -0.3 -0.6 0.0
H -3.86237 -0.08224 1.38052 0.0 0.1 0.1
H 3.95250 -1.89463 1.99288 0.1 -0.1 0.1
H 0.97574 0.54371 -1.56394 0.1 0.1 0.0
H -5.67437 -1.87197 -1.37741 -0.1 0.0 0.0
C -2.65609 -2.20917 0.26051 -0.6 -0.3 -0.4
C 2.40076 2.47918 0.70843 -0.2 -0.1 0.0
C 3.24360 1.62728 -1.37125 -0.1 0.0 0.0
C 3.03299 -1.73678 0.04485 -0.1 -0.2 0.2
C 4.11749 -2.55790 -0.64568 -0.3 0.2 0.0
C 3.55340 -1.12141 1.33984 -0.2 0.1 -0.3
C -3.86425 -1.44790 -0.28598 0.1 -0.1 0.2
H -4.31552 -2.90782 -1.81873 0.0 -0.1 -0.1
H 3.75248 -2.96583 -1.58507 0.0 -0.1 -0.1
H -3.60336 2.28113 -2.18550 -0.1 0.0 -0.1
C 4.65357 2.97486 0.02652 0.1 0.1 0.1
H 4.43339 -3.38268 -0.01070 0.1 -0.1 0.1
H 4.33928 -0.40087 1.12661 0.1 0.1 0.0
C 1.80442 -2.60803 0.30695 0.6 -0.2 -0.5
H 2.75109 -0.60780 1.86339 0.0 0.1 0.1
H 0.43654 0.83232 1.27079 0.0 -0.1 -0.1
H -5.16921 -3.17095 -0.29582 -0.1 -0.1 0.1
H -2.95211 -2.86208 1.08657 0.0 0.0 0.0
F -4.86391 3.41443 -0.23139 0.1 0.0 0.0
O 0.74376 -1.87114 0.89863 -0.8 0.7 -0.1
H -1.43065 1.09887 -1.95915 0.0 -0.1 -0.1
H -5.35501 -0.05931 0.43711 -0.1 0.1 0.0
C -1.89340 1.55557 -1.09816 0.0 0.1 0.2
C -4.57361 -0.69963 0.83849 0.2 0.0 -0.2
H 5.60265 3.45314 0.21402 0.1 0.0 0.0
H -1.38876 1.98413 2.21477 0.1 0.0 0.1
H 2.72215 -0.92986 -0.62528 0.0 0.0 0.0
C -3.67886 2.77932 -0.11044 0.1 -0.1 0.1
H 1.60069 2.60574 1.42167 -0.1 0.0 0.1
H 2.04132 -3.40658 1.01536 0.0 0.0 -0.1
C -3.07777 2.71153 1.13259 -0.2 0.1 -0.1
H -5.02568 -1.40412 1.53356 -0.1 -0.1 0.1
H 4.98120 -1.93143 -0.85249 0.1 0.0 0.0
C 4.45292 2.24729 -1.13565 0.0 0.0 0.0
P -0.31651 -1.07932 -0.01928 0.1 -0.3 1.5
H 3.75784 3.66783 1.84078 0.0 0.0 0.1
C 3.61898 3.09003 0.93847 0.1 0.0 0.0
C 2.19942 1.72197 -0.44608 0.3 0.3 0.1
H -2.20679 -2.81171 -0.53452 -0.1 0.0 0.1
C -1.86670 2.05250 1.24863 0.0 -0.1 -0.2
H 3.09217 1.05983 -2.27933 0.0 -0.1 -0.1
N 0.99991 1.10451 -0.72282 0.0 -0.4 -0.5
C -1.26640 1.47214 0.13953 -0.2 0.3 0.1
C -3.10347 2.21112 -1.23234 -0.1 0.1 0.1
H 1.45553 -3.04604 -0.63386 0.0 0.0 0.1
H 5.24776 2.15733 -1.86182 0.1 0.0 -0.1
C -4.81459 -2.41212 -0.98997 0.3 0.2 0.1
H -3.55609 3.16536 1.98607 -0.1 0.1 0.1
O -1.68388 -1.30128 0.77513 0.8 0.5 -0.1
H -3.48532 -0.72024 -1.01120 0.0 -0.1 0.0
O -0.30801 -1.51319 -1.42123 0.0 0.3 -0.4